93
Properties=species:S:1:pos:R:3:forces:R:3 method="wB97M-V/def2-TZVPD" e_lumo_ev=-0.195 homo_lumo_gap_ev=7.926 charge=0 multiplicity=1 smiles=Cc1c(CCCCO)c(C[C@H](C)F)cc2c1Sc1c(cc([C@H](C)F)cc1[C@@H](I)[C@H](C)I)N2.c1cc[nH]c1.c1cc[nH]c1.c1cc[nH]c1 homo_ev=-8.121
C -0.6876 0.8931 2.6416 -0.1 -0.6 0.8
C -0.4781 -0.6197 2.5950 0.6 1.2 -0.4
C -1.3951 -1.5110 3.1285 0.1 0.2 0.2
C -2.6868 -0.9683 3.7452 -0.6 -0.7 -0.4
C -3.6351 -0.2397 2.7174 0.4 0.2 0.6
C -3.8499 1.2785 3.0000 0.2 -0.6 -0.3
C -5.3227 1.6744 3.1846 0.9 0.6 0.7
O -5.4476 3.1003 3.1025 -0.2 -0.2 -0.4
C -1.0700 -2.8856 3.0625 -0.8 -0.1 0.9
C -1.9942 -3.9768 3.6173 0.1 -0.2 -0.9
C -2.7888 -4.5736 2.4234 0.6 0.4 -0.7
C -3.4034 -3.5225 1.4917 -0.5 -0.3 0.4
F -3.7641 -5.4661 2.8700 0.1 0.3 0.1
C 0.1041 -3.3062 2.4893 1.0 0.5 -0.5
C 1.0429 -2.3858 1.9392 -0.9 -1.9 0.9
C 0.7193 -1.0501 2.0063 0.4 -0.2 -0.5
S 1.8768 0.1351 1.3457 0.1 -0.2 -0.1
C 2.7054 -0.8461 0.0954 -0.8 0.6 1.1
C 2.7617 -2.2165 0.2738 0.8 -0.8 -0.4
C 3.3897 -2.9665 -0.7114 0.3 -0.7 -0.4
C 3.9682 -2.3932 -1.8294 -0.1 -0.2 0.4
C 4.6248 -3.2677 -2.8777 -0.2 0.7 -0.1
C 6.1493 -3.2274 -2.8696 0.0 -0.7 -0.7
F 4.1851 -2.7878 -4.1331 0.2 -0.1 0.2
C 3.8943 -1.0155 -1.9613 0.6 -0.1 -0.7
C 3.2667 -0.2213 -1.0205 0.1 0.2 -0.4
C 3.2214 1.2646 -1.3096 0.5 -0.4 0.7
I 1.1659 1.7691 -1.8230 0.2 0.0 0.0
C 3.8445 2.1471 -0.2050 -0.4 1.0 -0.3
C 3.3920 3.6164 -0.2601 0.5 0.3 0.3
I 6.0016 2.2079 -0.5473 -0.3 -0.3 0.1
N 2.2475 -2.9424 1.3906 -0.6 1.3 -0.1
H -1.2772 1.0959 3.5425 -0.1 0.3 -0.4
H -1.1872 1.2563 1.7366 0.1 0.1 0.2
H 0.2596 1.4229 2.8024 -0.2 -0.1 -0.3
H -3.2431 -1.8364 4.1152 0.1 0.3 0.1
H -2.5076 -0.3306 4.6229 0.1 -0.1 -0.3
H -3.2003 -0.4097 1.7237 -0.3 0.2 0.1
H -4.6249 -0.7202 2.7252 0.3 0.0 0.0
H -3.3027 1.5582 3.9145 -0.2 0.0 -0.2
H -3.3767 1.8442 2.1858 -0.4 0.1 0.1
H -5.9840 1.1968 2.4534 0.1 0.3 0.1
H -5.6175 1.4084 4.2141 -0.2 -0.4 -0.4
H -4.6414 3.4879 3.4613 -0.1 -0.1 0.0
H -1.3800 -4.7973 4.0121 -0.2 0.3 0.2
H -2.6531 -3.6092 4.4076 0.0 -0.2 -0.2
H -2.0768 -5.1490 1.8087 -0.2 -0.1 0.3
H -3.8901 -2.7637 2.1138 0.0 0.0 -0.4
H -4.1636 -3.9689 0.8359 0.2 -0.1 0.3
H -2.6416 -3.0805 0.8402 -0.1 0.1 0.3
H 0.3164 -4.3760 2.4927 0.2 0.3 -0.2
H 3.4414 -4.0545 -0.6226 -0.2 0.3 0.2
H 4.2250 -4.2863 -2.7970 0.3 0.1 0.0
H 6.5407 -3.9793 -2.1724 0.0 0.5 0.1
H 6.4829 -3.5532 -3.8680 -0.1 0.1 0.3
H 6.5662 -2.2279 -2.7135 -0.2 -0.2 0.3
H 4.3482 -0.5732 -2.8496 -0.2 0.1 0.2
H 3.7960 1.4478 -2.2219 -0.5 0.0 0.1
H 3.7212 1.7544 0.8059 0.1 -0.1 -0.3
H 3.5690 4.0412 -1.2579 -0.3 -0.2 0.2
H 2.3420 3.7397 0.0285 0.2 -0.2 -0.2
H 3.9843 4.2339 0.4302 -0.1 -0.3 -0.1
H 2.9532 -3.1407 2.0922 -0.1 -0.1 0.0
N -0.8800 3.4466 -5.9170 -0.1 0.0 0.0
C -1.1083 2.6400 -4.8350 0.0 0.0 0.1
C -2.3878 2.1607 -4.9305 0.0 0.0 0.0
C -2.9535 2.6947 -6.1202 0.0 0.0 0.0
C -1.9993 3.4807 -6.7072 0.1 0.1 -0.1
H -0.0240 3.9363 -6.1025 0.0 -0.1 0.0
H -0.3427 2.4793 -4.0933 -0.1 0.0 -0.1
H -2.8659 1.4993 -4.2267 0.0 0.0 0.0
H -3.9465 2.5204 -6.5004 0.0 0.0 0.0
H -2.0177 4.0609 -7.6149 0.0 0.0 0.0
N 4.3793 -3.8658 4.5782 -0.1 0.0 0.0
C 3.1268 -3.6414 5.0915 0.1 0.0 -0.1
C 2.8027 -4.7160 5.8766 -0.1 0.1 0.0
C 3.8993 -5.6182 5.8400 0.0 0.0 0.0
C 4.8560 -5.0651 5.0336 0.1 0.0 -0.1
H 4.8728 -3.2443 3.9633 0.0 0.0 0.1
H 2.5805 -2.7439 4.8500 0.0 0.0 0.0
H 1.8802 -4.8416 6.4193 0.0 0.0 0.0
H 3.9757 -6.5648 6.3490 0.0 0.0 0.0
H 5.8312 -5.4189 4.7444 0.0 0.0 0.0
N -2.8418 7.0163 -6.1729 -0.1 0.1 0.0
C -3.0898 8.1941 -6.8267 0.1 0.0 0.0
C -4.4102 8.5062 -6.6477 0.0 0.0 0.0
C -4.9822 7.4791 -5.8497 0.0 0.0 0.0
C -3.9903 6.5771 -5.5717 0.1 -0.1 0.0
H -1.9560 6.5467 -6.1394 0.0 0.0 0.0
H -2.3070 8.7051 -7.3618 0.0 0.0 0.0
H -4.9113 9.3743 -7.0431 0.0 0.0 0.0
H -6.0051 7.4113 -5.5179 0.0 0.0 0.0
H -4.0008 5.6632 -5.0015 0.0 0.0 0.0